Below is a structure of composition C10H31F2InNO10S2, with properties calculated with ωB97M-V/def2-TZVPD.

Calculated values
Highest occupied orbital energy = -13.19 eV
LUMO = -10.046 eV
Charge = +1
ΔE to the lowest compared entry with this formula, charge and spin = 0.0 kcal per mole
Gap between HOMO and LUMO = 3.143 eV

CARTESIAN COORDINATES (ANGSTROEM)
F1 -2.38321 5.51460 -0.33689
N1 -2.26907 3.18817 0.26860
H1 -1.89553 -1.71990 -2.30513
F2 -2.30722 1.11886 1.45676
H2 1.84141 -3.70465 -2.20408
C1 0.55365 0.58572 4.19444
O1 -4.43130 2.03439 1.21699
O2 -3.28746 1.02802 -0.69340
O3 1.93945 -1.15593 -0.02821
C2 -1.21380 -0.06272 -3.50224
H3 -2.54490 -3.43749 2.71437
C3 2.40918 -1.90411 -1.13203
H4 -0.88068 -0.85369 1.07548
C4 2.94589 1.72809 -2.42852
O4 -3.93968 4.83954 1.27910
H5 1.10441 1.23539 -2.01304
C5 -1.71687 -1.49143 -3.35887
S1 -3.27262 1.85945 0.44729
H6 -0.25593 0.09727 -1.78854
H7 -1.17033 -4.49889 2.86022
H8 -1.36975 -3.05296 3.92584
H9 2.69622 1.50209 -3.47084
H10 1.34857 -1.38873 3.89431
H11 2.34014 -1.28200 -2.03236
H12 0.49227 -2.90417 -1.38442
H13 -1.93652 0.66108 -3.12193
H14 -1.00612 -3.08857 0.81951
O5 -0.33624 0.27385 -0.06814
C6 -1.46923 -3.45328 2.92075
H15 1.05756 -0.78145 -0.22712
H16 0.74812 1.53027 4.70512
O6 -1.27564 -1.32319 1.85568
H17 1.70977 -3.80528 -0.44147
H18 2.58031 -0.10631 3.86212
H19 -0.38866 -0.04503 2.58303
H20 4.18939 3.14787 -1.37066
O7 -4.14214 4.12823 -1.06503
H21 -2.62901 -1.64469 -3.93644
O8 -0.00019 0.08471 -2.73148
In1 0.32080 2.79252 0.86916
O9 0.12247 0.76294 2.83760
C7 3.71838 3.01221 -2.34967
C8 1.64956 -0.43194 4.32495
H22 3.11365 3.90620 -2.51174
H23 -0.35152 0.25928 4.73467
H24 0.28791 -2.63693 1.95052
H25 3.55324 0.87302 -2.10680
S2 -3.35884 4.35439 0.09612
H26 -0.97233 0.13291 -4.54327
C9 -0.81158 -2.67866 1.81371
H27 3.45142 -2.14408 -0.93805
O10 1.78832 1.78053 -1.58835
C10 1.54809 -3.16160 -1.30577
H28 -1.27847 0.12285 -0.27643
H29 1.84169 -0.64440 5.37894
H30 -0.98559 -2.20161 -3.74555
H31 4.52855 3.04920 -3.07884